{"formula": "C45H45Cl2IrN5O3Se2", "method": "ωB97M-V with the def2-TZVPD basis set", "e_above_lowest_ev": 0.000, "homo_energy_ev": [-12.4, -12.5], "max_force_ev_per_a": 0.5, "charge": 2, "multiplicity": 2, "e_tot_ev": -219553.3058, "species": ["Ir", "C", "C", "C", "C", "C", "C", "C", "C", "C", "C", "H", "H", "H", "H", "H", "H", "H", "H", "H", "H", "H", "H", "H", "H", "H", "Se", "Se", "C", "C", "C", "C", "C", "N", "C", "C", "C", "C", "C", "N", "H", "H", "H", "H", "H", "H", "H", "H", "Cl", "C", "C", "C", "C", "C", "Cl", "C", "N", "C", "C", "C", "C", "C", "C", "C", "C", "O", "O", "H", "H", "H", "H", "H", "H", "H", "H", "H", "H", "C", "N", "N", "C", "O", "C", "C", "C", "C", "C", "C", "C", "C", "C", "H", "H", "H", "H", "H", "H", "H", "H", "H", "H", "H", "H"], "positions_angstrom": [[0.44949, 0.55306, -0.03360], [1.37586, -1.55586, -0.26881], [0.71916, -1.66376, 0.96919], [1.71008, -1.53252, 2.03669], [2.97238, -1.49156, 1.45749], [2.82757, -1.49037, 0.06854], [3.92249, -1.53088, -0.93368], [4.23401, -1.44773, 2.25893], [1.43702, -1.47740, 3.49245], [-0.51555, -2.47428, 1.18410], [0.91481, -2.34992, -1.46600], [3.67426, -0.99813, -1.85172], [4.14124, -2.56467, -1.22108], [4.84373, -1.10576, -0.53715], [4.22572, -0.61094, 2.95937], [5.12292, -1.36053, 1.63676], [4.33418, -2.36341, 2.84600], [1.78713, -0.52330, 3.89965], [1.99347, -2.25577, 4.02129], [0.37958, -1.59021, 3.72614], [-1.06950, -2.19648, 2.07991], [-0.19194, -3.51248, 1.31325], [-1.17756, -2.45366, 0.32364], [1.02689, -3.41522, -1.24244], [1.50352, -2.15490, -2.35971], [-0.13291, -2.16749, -1.70502], [-2.77441, 1.38249, -1.81538], [-2.97791, -0.77083, -1.00013], [-2.54811, -0.25559, 0.79164], [-3.52818, -0.43780, 1.75498], [-3.28919, -0.05083, 3.06145], [-2.07226, 0.53492, 3.35842], [-1.14092, 0.67753, 2.35044], [-1.34940, 0.27547, 1.08180], [-1.12186, 1.07428, -2.72182], [-1.12146, 1.40998, -4.06746], [0.00931, 1.19894, -4.83634], [1.11466, 0.64321, -4.22376], [1.04726, 0.34772, -2.87854], [-0.04074, 0.54887, -2.11480], [-4.47615, -0.86720, 1.46400], [-4.04397, -0.19140, 3.82367], [-1.82915, 0.87668, 4.35430], [-0.17398, 1.10604, 2.56785], [-2.02574, 1.81068, -4.50187], [0.01652, 1.45059, -5.88843], [2.02920, 0.44215, -4.76295], [1.91064, -0.02956, -2.36432], [0.91482, 1.95121, 5.19781], [1.40064, 3.59413, 5.49634], [0.92745, 4.24244, 6.62340], [1.30168, 5.55767, 6.85341], [2.14146, 6.21364, 5.96825], [2.61735, 5.53691, 4.85783], [3.64264, 6.36506, 3.73085], [2.26300, 4.21378, 4.59189], [2.70296, 3.53889, 3.43351], [3.86612, 2.73617, 3.50310], [4.47875, 2.43195, 4.71181], [5.65947, 1.70179, 4.73454], [6.25197, 1.28664, 3.55377], [5.61743, 1.56092, 2.35185], [4.41328, 2.24978, 2.30775], [3.74825, 2.47019, 0.97295], [2.54915, 1.61838, 0.68871], [2.32213, 1.24068, -0.50847], [1.67764, 1.26220, 1.53706], [0.27341, 3.72180, 7.30840], [0.93635, 6.07413, 7.73026], [2.43706, 7.23955, 6.13737], [2.75772, 4.18020, 2.65508], [4.05583, 2.79377, 5.64064], [6.13023, 1.48541, 5.68418], [7.19196, 0.75294, 3.56641], [6.06634, 1.23023, 1.42151], [4.45314, 2.29907, 0.16007], [3.39274, 3.49974, 0.83729], [-0.89390, 7.14440, 0.10228], [-0.55717, 5.79316, 0.51972], [-0.51950, 4.72053, -0.34290], [-0.18927, 3.60288, 0.35883], [-0.15647, 2.49519, -0.27961], [-0.02478, 3.98822, 1.70118], [-0.26600, 5.35131, 1.75161], [-0.28592, 6.27438, 2.91816], [-0.77386, 4.80363, -1.74719], [-2.08420, 4.81110, -2.20596], [-2.32459, 4.89044, -3.56968], [-1.25773, 4.95361, -4.45858], [0.04913, 4.93012, -3.98984], [0.29660, 4.85488, -2.62610], [-1.15056, 7.13738, -0.95215], [-0.04346, 7.80733, 0.25332], [-1.74852, 7.50589, 0.67140], [0.27447, 3.36404, 2.52367], [-0.03932, 5.73077, 3.82703], [-1.27674, 6.71594, 3.03923], [0.43009, 7.08812, 2.79160], [-2.90192, 4.76499, -1.49717], [-3.34221, 4.91296, -3.93667], [-1.44747, 5.02914, -5.52127], [0.87679, 4.98308, -4.68453], [1.30865, 4.84039, -2.24203]], "forces_ev_per_angstrom": [[-0.04, -0.03, -0.04], [0.27, 0.08, 0.00], [0.05, -0.11, 0.43], [-0.37, -0.09, -0.18], [0.21, 0.08, -0.26], [-0.06, -0.05, 0.09], [0.02, 0.02, -0.04], [-0.02, -0.03, -0.04], [0.01, -0.01, 0.05], [-0.05, 0.06, -0.01], [-0.04, -0.02, -0.01], [-0.02, 0.02, 0.02], [-0.01, -0.01, 0.02], [0.01, -0.01, 0.00], [0.00, -0.03, 0.00], [-0.02, 0.02, 0.00], [0.01, 0.00, 0.00], [-0.01, 0.04, 0.00], [-0.04, -0.01, 0.00], [0.00, -0.01, 0.02], [0.02, 0.01, 0.01], [0.01, 0.00, 0.02], [-0.01, -0.02, -0.03], [0.00, 0.01, 0.00], [0.02, 0.00, 0.02], [0.02, 0.00, 0.01], [0.02, -0.17, 0.00], [-0.04, 0.13, 0.03], [0.01, -0.02, -0.04], [-0.02, 0.01, -0.01], [-0.04, -0.02, 0.02], [0.01, 0.01, -0.03], [-0.04, 0.00, 0.05], [0.13, 0.01, 0.00], [0.05, 0.04, -0.06], [0.03, -0.03, -0.01], [-0.06, 0.04, 0.01], [0.04, -0.03, 0.05], [0.01, 0.07, 0.04], [-0.24, 0.01, 0.17], [0.00, 0.00, -0.01], [0.00, 0.00, -0.01], [0.02, 0.01, 0.00], [0.03, 0.00, 0.01], [0.00, -0.01, -0.01], [0.00, 0.00, 0.00], [0.00, 0.01, 0.00], [0.09, -0.05, 0.02], [0.00, -0.01, 0.00], [0.02, -0.02, 0.01], [0.00, 0.01, 0.00], [-0.01, 0.00, 0.02], [0.01, 0.01, -0.01], [-0.06, 0.03, -0.02], [0.01, 0.02, -0.01], [-0.08, -0.04, -0.02], [0.05, 0.00, 0.05], [-0.06, -0.05, -0.08], [0.06, -0.02, 0.04], [-0.02, 0.01, 0.00], [-0.02, -0.01, -0.01], [0.05, 0.03, 0.00], [0.02, -0.01, 0.05], [-0.08, 0.06, 0.08], [0.25, -0.09, -0.08], [0.01, 0.11, -0.24], [-0.19, -0.06, 0.17], [0.00, -0.01, -0.01], [0.00, 0.00, 0.00], [0.01, 0.00, 0.00], [-0.02, 0.05, -0.05], [0.01, 0.00, -0.03], [0.00, 0.01, 0.00], [0.00, -0.01, 0.00], [-0.01, 0.00, 0.00], [0.00, -0.03, 0.00], [0.04, 0.04, 0.02], [0.03, 0.01, 0.00], [-0.05, -0.07, 0.01], [0.05, 0.12, 0.04], [-0.13, -0.29, 0.05], [0.07, 0.29, -0.28], [0.09, 0.13, 0.00], [-0.05, -0.06, -0.03], [0.02, 0.00, -0.01], [-0.01, -0.01, -0.02], [-0.01, 0.00, 0.04], [0.02, 0.01, -0.03], [-0.01, 0.00, 0.02], [-0.01, -0.01, 0.03], [0.01, 0.01, -0.02], [0.00, -0.01, -0.01], [0.00, 0.00, 0.00], [0.00, 0.00, -0.01], [-0.01, -0.05, 0.03], [0.01, -0.01, 0.00], [0.00, 0.00, 0.00], [0.02, -0.01, 0.02], [0.00, 0.01, 0.00], [0.00, 0.00, 0.00], [0.00, 0.00, 0.00], [0.00, 0.00, 0.00], [0.00, 0.00, 0.00]]}